# CH8NS2

2 unconnected molecules or ions with the total composition CH8NS2 in a non-equilibrium geometry (ωB97M-V/def2-TZVPD, the OMol25 dataset).

Atoms and positions in Å:
N1 -1.08416 1.15113 -2.53115
H1 -0.15526 0.67499 -2.70234
H2 -1.19377 1.45875 -1.55158
H3 -1.12001 1.97608 -3.18463
H4 -1.78120 0.34777 -2.75664
C1 0.70121 -0.33310 2.79595
S1 1.80233 -1.07271 1.43459
S2 0.77612 -1.09634 -0.13836
H5 -0.04119 -1.04500 3.04372
H6 0.33856 0.66540 2.43720
H7 1.28673 -0.30261 3.60364
H8 0.47066 -2.42437 -0.45040

Calculated values
- net charge = +1
- ΔE to the lowest compared entry with this formula, charge and spin (eV) = 1.253
- molecular weight (g/mol) = 98.22

# CH8NSi

2 unconnected molecules or ions with the total composition CH8NSi in a non-equilibrium geometry (ωB97M-V/def2-TZVPD, the OMol25 dataset).

Atoms and positions in Å:
C1 0.41032 -0.75325 0.00416
N1 -0.47095 0.42626 1.43579
Si1 0.21856 0.18819 -1.56727
H1 1.29568 -1.01343 0.54773
H2 -0.33464 -1.51222 0.19238
H3 -0.52418 -0.06398 2.36279
H4 -0.04750 1.38106 1.44630
H5 -1.44716 0.33519 0.89705
H6 1.51121 0.07682 -2.11629
H7 -0.90669 -0.40754 -2.32797
H8 0.14644 1.64229 -1.26971

Calculated values
- net charge = +1
- ΔE to the lowest compared entry with this formula, charge and spin (eV) = 2.151
- molecular weight (g/mol) = 62.17
- expectation value of S² = 2.01
- 2S+1 = 3

# CH8Na5O7

A molecular structure, CH8Na5O7 in a non-equilibrium geometry (ωB97M-V/def2-TZVPD, the OMol25 dataset).

Atoms and positions in Å:
Na1 -3.34125 -0.62313 0.61972
Na2 0.30807 2.31176 -0.62138
Na3 -0.74091 -3.30632 1.99454
Na4 -1.91961 -3.21626 -1.60896
Na5 1.55970 -2.68198 -0.56343
C1 -0.46287 -0.50561 -0.24803
O1 0.77123 -0.25389 -0.34070
O2 -1.29837 0.44452 -0.16615
O3 -0.91781 -1.71892 -0.03652
O4 1.73997 -0.14985 2.21805
H1 1.44608 -1.04036 2.42721
H2 1.58478 -0.05681 1.25958
O5 3.58781 -0.14270 -0.94999
H3 3.89021 0.01419 -1.85721
H4 2.62762 -0.10843 -0.99489
O6 -0.92055 2.72455 1.89892
H5 -1.14861 1.85637 1.54094
H6 -0.13255 2.57038 2.44526
O7 -2.07358 1.10570 -2.65305
H7 -2.67770 1.86251 -2.64943
H8 -1.88165 0.91429 -1.71447

Calculated values
- net charge = +3
- ΔE to the lowest compared entry with this formula, charge and spin (eV) = 0.922
- molecular weight (g/mol) = 247.02

# CH8Na6O7

A molecular structure, CH8Na6O7 in a non-equilibrium geometry (ωB97M-V/def2-TZVPD, the OMol25 dataset).

Atoms and positions in Å:
Na1 3.45707 1.59038 5.93850
Na2 -1.63331 -0.32665 6.89386
Na3 3.52715 -3.05909 2.65740
Na4 -2.04645 4.32200 3.77319
Na5 2.11203 3.20128 -3.94963
Na6 6.79905 2.26001 1.03480
C1 0.91193 1.34158 0.97462
O1 0.69931 0.87020 2.13348
O2 0.07659 2.02735 0.41136
O3 1.98844 1.00890 0.46795
O4 3.59192 -3.81122 -1.82813
H1 3.72215 -3.97423 -2.76232
H2 3.44568 -2.86721 -1.76734
O5 -3.48988 -1.56933 -2.80704
H3 -4.28362 -1.06509 -2.98578
H4 -2.89445 -0.94216 -2.39673
O6 -1.27909 -3.61839 1.00479
H5 -1.71254 -3.46715 0.16487
H6 -1.04990 -2.74325 1.31759
O7 -4.28513 3.81935 -2.63635
H7 -4.11955 3.48583 -3.51815
H8 -3.53736 3.51686 -2.12102

Calculated values
- net charge = +4
- ΔE to the lowest compared entry with this formula, charge and spin (eV) = 4.415
- molecular weight (g/mol) = 270.01

# CH8O2S

3 unconnected molecules or ions with the total composition CH8O2S in a non-equilibrium geometry (ωB97M-V/def2-TZVPD, the OMol25 dataset).

Atoms and positions in Å:
C1 0.17812 0.17049 -1.51625
S1 -0.90722 1.72668 -1.93936
H1 1.04915 0.11970 -2.18781
H2 0.43454 0.11050 -0.45923
H3 -0.42638 -0.65718 -1.64145
H4 -0.38561 2.67802 -1.11869
H5 0.03054 -2.40903 1.79939
H6 -1.00063 -1.67055 0.95682
O1 -0.62802 -1.70256 1.76376
H7 0.10387 -0.10169 1.58058
H8 1.27568 0.98492 1.42489
O2 0.27597 0.75069 1.33736

Calculated values
- ΔE to the lowest compared entry with this formula, charge and spin (eV) = 1.252
- SMILES string = CS.O.O
- molecular weight (g/mol) = 84.14

# CH8O2Si2

CH8O2Si2 in the gas phase in a non-equilibrium geometry (ωB97M-V/def2-TZVPD, the OMol25 dataset).

Atoms and positions in Å:
C1 2.25342 0.03490 -0.41158
O1 2.55345 1.32387 0.01658
O2 -2.29893 1.38514 0.05083
Si1 0.22386 -0.59276 0.13542
Si2 -2.15110 -0.22424 -0.10853
H1 2.82314 -0.69655 0.04261
H2 2.46333 1.25739 0.95377
H3 -3.15359 1.80029 -0.19215
H4 2.47973 -0.14312 -1.44693
H5 0.29747 -1.93126 -0.65168
H6 0.07557 -0.70365 1.52783
H7 -2.96477 -0.65009 -1.21904
H8 -2.60158 -0.85994 1.30287

Calculated values
- ΔE to the lowest compared entry with this formula, charge and spin (eV) = 1.498
- SMILES string = OC[SiH2][SiH2]O
- molecular weight (g/mol) = 108.24